A molecular structure, C7H9BrF10InO3S, computed with wB97M-V/def2-TZVPD.

Last column: Mulliken charge in e.
Positions of all 32 atoms, in Å:
O (-0.5265, -0.7484, -4.7693)  -0.595
S (-1.5762, -0.8081, -3.7888)  0.828
O (-2.4007, -1.9704, -3.9500)  -0.591
F (-2.5431, 0.4926, -4.0928)  -0.289
In (-0.6403, -0.5645, -1.4506)  0.860
C (1.2179, 0.6740, -1.4840)  -1.164
C (2.5251, -0.0931, -1.2387)  -0.561
C (2.5216, -1.0269, -0.0294)  -0.394
Br (2.9539, -0.1198, 1.6529)  -0.233
C (-2.1293, 0.5766, -0.1353)  0.062
F (-3.3765, 0.0594, -0.3222)  -0.309
F (-2.0841, 1.8905, -0.4943)  -0.272
C (-1.7732, 0.3627, 1.3646)  0.661
F (-0.4895, -0.0073, 1.4557)  -0.196
F (-2.4847, -0.6939, 1.7791)  -0.329
C (-2.1497, 1.5148, 2.3317)  0.632
F (-3.3553, 1.9509, 1.9636)  -0.294
F (-2.3014, 1.0179, 3.5475)  -0.317
C (-1.2193, 2.7533, 2.3603)  0.645
F (-1.3938, 3.3373, 3.5547)  -0.291
F (-1.5492, 3.6470, 1.4834)  -0.243
F (0.0488, 2.4750, 2.2551)  -0.227
H (-0.3867, -2.1789, -0.7714)  -0.351
H (1.2742, 1.0979, -2.4917)  0.484
H (1.0842, 1.5230, -0.8120)  0.302
H (2.8598, -0.6512, -2.1135)  0.318
H (3.3084, 0.6501, -1.0449)  0.380
H (3.3122, -1.7561, -0.1769)  0.388
H (1.6062, -1.5953, 0.0921)  0.092
O (3.3973, -3.6024, 1.6613)  -0.586
H (2.6181, -3.7010, 2.2197)  0.305
H (3.6519, -4.5058, 1.4443)  0.287

Net charge = -1
HOMO level = -5.815 eV
Multiplicity = 1
LUMO energy = 0.089 Eh

***

3 unconnected molecules or ions with the total composition C3H14NO2, computed with wB97M-V/def2-TZVPD.

Last column: Mulliken charge in e.
Positions of all 20 atoms, in Å:
C (-2.7963, 0.0499, -0.6835)  -1.398
C (-1.3261, -0.1132, -0.5008)  0.383
C (-0.7332, 1.2881, -0.2099)  -1.259
N (-0.9841, -1.0237, 0.6432)  -0.239
H (-3.3596, -0.8870, -0.7338)  0.380
H (-3.3411, 0.6206, 0.0883)  0.391
H (-3.0269, 0.7379, -1.4978)  0.393
H (-0.7725, -0.5788, -1.3195)  0.264
H (-1.3846, 1.7368, 0.5464)  0.351
H (-0.7117, 1.9112, -1.0960)  0.381
H (0.2287, 1.2864, 0.3047)  0.334
H (-1.4672, -0.7800, 1.5056)  0.370
H (-1.3509, -1.9591, 0.4585)  0.405
H (0.0621, -1.1134, 0.7814)  0.280
H (4.7178, -0.1659, -0.9883)  0.325
H (5.3758, 0.9189, -0.2397)  0.317
O (4.6113, 0.3333, -0.1639)  -0.624
H (2.2013, -1.3154, 1.5665)  0.313
H (2.3627, -0.1307, 0.6551)  0.316
O (1.6946, -0.8156, 0.8835)  -0.684

Net charge = +1
HOMO level = -14.785 eV
Multiplicity = 1
LUMO energy = -0.111 Eh

***

2 unconnected molecules or ions with the total composition C2H3FS2, computed with wB97M-V/def2-TZVPD.

Last column: Mulliken charge in e.
Positions of all 8 atoms, in Å:
C (1.3521, 0.5072, -1.0552)  -0.445
C (1.0491, 1.2779, -0.0672)  0.215
F (-1.8045, -2.5831, 0.3169)  -0.243
S (0.7549, 1.9658, 1.2865)  -0.310
S (-2.3779, -1.0369, 0.6043)  0.053
H (2.2944, 0.9241, -1.4262)  0.226
H (0.6996, -0.1012, -1.6035)  0.321
H (-1.9677, -0.9539, 1.9444)  0.182

HOMO level = -8.720 eV
Multiplicity = 1
SMILES = C=C=S.FS
LUMO energy = -0.007 Eh

***

C6H8OS in the gas phase, computed with wB97M-V/def2-TZVPD.

Last column: Mulliken charge in e.
Positions of all 16 atoms, in Å:
C (0.2448, -1.6960, 0.2123)  0.235
C (1.0284, -0.9462, 1.3221)  -0.865
C (0.3612, 0.4480, 1.4332)  -0.567
C (-0.0088, 0.7707, -0.0152)  -0.076
C (0.0556, -0.5420, -0.7889)  0.181
C (0.2177, -0.4451, -2.1549)  -0.714
H (-1.5438, -2.0800, -0.1257)  0.367
H (0.8314, -2.5251, -0.2718)  0.344
H (2.1088, -1.1300, 1.0624)  0.313
H (0.7665, -1.5478, 2.1123)  0.358
H (1.1020, 1.1455, 1.8467)  0.330
H (-0.4386, 0.2291, 2.0491)  0.305
H (0.0168, 0.5480, -2.5105)  0.325
H (0.8225, -1.2533, -2.8438)  0.214
O (-1.0523, -2.1130, 0.6819)  -0.512
S (-0.4150, 2.3738, -0.4266)  -0.236

HOMO level = -8.621 eV
Multiplicity = 1
SMILES = C=C1C(=S)CC[C@H]1O
LUMO energy = -0.031 Eh

***

A molecular structure, C7H19N3, computed with wB97M-V/def2-TZVPD.

Last column: Mulliken charge in e.
Positions of all 29 atoms, in Å:
C (1.7519, 0.0176, 0.3782)  0.170
C (-2.4531, -0.3824, 0.6986)  -1.371
C (0.3414, 2.5584, -0.1293)  -1.198
C (0.0784, -2.4814, -0.5854)  -0.912
C (-0.9777, -0.0669, 0.9792)  -0.772
C (-0.1638, 1.3180, -0.8924)  -0.604
C (-0.2171, -1.1560, -1.1315)  -0.765
N (1.8935, -0.0415, 1.6335)  -0.109
N (2.6577, 0.2327, -0.5185)  -0.223
N (-0.0939, 0.0358, -0.2026)  0.271
H (-2.9880, -0.4999, 1.6847)  0.415
H (-3.0732, 0.4603, 0.2870)  0.348
H (-2.5220, -1.3488, 0.1383)  0.298
H (0.0157, 2.4835, 0.8979)  0.342
H (1.3795, 2.6393, 0.1152)  0.376
H (-0.0900, 3.4554, -0.6131)  0.390
H (0.9155, -2.4340, 0.0527)  0.272
H (-0.9313, -2.7793, -0.0049)  0.254
H (0.2085, -3.2807, -1.3734)  0.377
H (-0.9181, -1.0328, 1.5277)  0.551
H (-0.9374, 0.8917, 1.4541)  0.472
H (0.4730, 1.0501, -1.8199)  0.488
H (-1.1547, 1.3841, -1.2144)  0.686
H (-1.2632, -1.1391, -1.4399)  0.592
H (0.4419, -0.9472, -2.0684)  0.495
H (2.7977, 0.1129, 2.1174)  0.323
H (1.1008, -0.0021, 2.2685)  0.226
H (3.6068, -0.1488, -0.6735)  0.327
H (2.3359, 0.5296, -1.4811)  0.281

Net charge = +2
HOMO level = -19.337 eV
Multiplicity = 1
LUMO energy = -0.328 Eh

***

A molecular structure, C4H8N2O3, computed with wB97M-V/def2-TZVPD.

Last column: Mulliken charge in e.
Positions of all 17 atoms, in Å:
C (-2.5212, 0.3848, 0.7757)  -1.207
C (-2.1766, -0.3027, -0.5956)  -0.319
C (0.0676, -0.6051, -0.2046)  0.515
C (2.4990, -0.9370, 0.1579)  -1.296
H (-1.9439, -0.0458, 1.6716)  0.265
H (-3.4481, 0.0251, 1.0237)  0.514
H (-2.5666, 1.4302, 0.8219)  0.333
H (-2.5353, 0.4146, -1.1555)  0.395
H (-2.5773, -1.5802, -0.4576)  0.312
H (2.4651, -1.0823, 1.0758)  0.549
H (2.5907, -1.5267, -0.6388)  0.343
H (3.3162, -0.3197, 0.2246)  0.528
N (1.3690, -0.0400, -0.1647)  0.398
N (1.6197, 1.3083, 0.0417)  -0.067
O (-0.8484, 0.0996, -0.8367)  -0.313
O (-0.1339, -1.7728, 0.3965)  -0.595
O (0.5530, 1.9941, 0.1270)  -0.357

HOMO level = -9.942 eV
Multiplicity = 1
LUMO energy = -0.012 Eh

***

C3H2FOP in the gas phase, computed with wB97M-V/def2-TZVPD.

Last column: Mulliken charge in e.
Positions of all 8 atoms, in Å:
C (1.3072, 1.9550, -0.4906)  0.208
C (0.6377, 0.9557, -0.5196)  -0.301
C (-0.2214, -0.1647, -0.4835)  0.000
O (-0.6924, -0.6122, -1.5140)  -0.424
F (-1.8973, -2.0020, 0.5602)  -0.283
P (-0.8917, -0.8875, 1.2854)  0.254
H (1.8172, 2.7849, -0.2212)  0.478
H (-0.0593, -2.0292, 1.3833)  0.068

HOMO level = -9.822 eV
Multiplicity = 1
SMILES = C#CC(=O)PF
LUMO energy = -0.020 Eh

***

2 unconnected molecules or ions with the total composition C3H10NS2, computed with wB97M-V/def2-TZVPD.

Last column: Mulliken charge in e.
Positions of all 16 atoms, in Å:
C (0.3802, 0.2550, -2.7103)  -1.255
C (-0.5027, -0.0165, -1.5048)  -0.257
S (-0.0321, 1.0242, -0.0609)  -0.183
S (-1.9886, 1.1752, 0.7423)  -0.141
H (1.4137, 0.0140, -2.4416)  0.335
H (0.3296, 1.2869, -3.0528)  0.343
H (0.1093, -0.3719, -3.5623)  0.357
H (-0.4562, -1.0776, -1.2552)  0.368
H (-1.5539, 0.2037, -1.6956)  0.381
H (-1.7083, 2.2737, 1.4971)  0.207
C (1.0089, -0.4842, 2.7687)  0.049
N (0.2067, -1.1635, 2.0468)  -0.094
H (1.7028, -0.9513, 3.4577)  0.293
H (0.9233, 0.5936, 2.6557)  0.245
H (-0.2286, -0.6113, 1.2248)  0.034
H (0.3959, -2.1499, 1.8903)  0.320

Net charge = +1
HOMO level = -12.577 eV
Multiplicity = 1
LUMO energy = -0.192 Eh

***

no.,frontier orbital gap (eV),electronic energy (eV)
1,8.2,-126775.0816
2,11.8,-8917.2664
3,8.5,-26507.7021
4,7.8,-19231.9024
5,10.4,-12017.6171
6,9.6,-13394.1080
7,9.3,-17194.1440
8,7.4,-26426.0258